1.
{"formula": "C5H6O", "method": "ωB97M-V/def2-TZVPD", "smiles": "C#CCCC=O", "gap_ev": 10.818, "lumo_energy_ev": 0.91, "relative_energy_kcal_mol": 42.6, "species": ["C", "H", "H", "C", "H", "C", "H", "C", "O", "C", "H", "H"], "coordinates": [[-2.5779, -1.2666, 0.3237], [-0.5039, 0.8981, -1.0115], [-3.4351, -1.8740, 0.4953], [2.0536, 0.5482, -0.1129], [1.0011, -0.9966, 0.9075], [0.8972, -0.4167, -0.0190], [-0.6132, 0.9793, 0.7222], [-0.4653, 0.2820, -0.1070], [1.9370, 1.7279, -0.3468], [-1.6107, -0.6192, 0.0182], [1.0315, -1.1507, -0.8288], [3.0602, 0.1000, 0.0371]]}



2.
{"formula": "C5H6O", "method": "ωB97M-V/def2-TZVPD", "smiles": "C#CC(=O)CC", "gap_ev": 10.760, "lumo_energy_ev": 0.44, "relative_energy_kcal_mol": 40.5, "species": ["H", "C", "C", "H", "C", "H", "C", "C", "H", "O", "H", "H"], "coordinates": [[-3.3154, 2.1398, 0.6370], [-1.8784, 0.4294, 0.2159], [-2.6223, 1.3531, 0.4321], [0.6754, 0.2850, 1.2281], [-0.7904, -0.5236, -0.0454], [1.6729, -0.8519, -1.4569], [1.7479, -0.6638, -0.3826], [0.5579, 0.1346, 0.1444], [1.8227, -1.6385, 0.1113], [-0.9704, -1.6691, -0.3891], [0.4161, 1.1344, -0.3057], [2.6841, -0.1294, -0.1889]]}



3.
{"formula": "C5H6O", "method": "ωB97M-V/def2-TZVPD", "smiles": "CC#CCC=O", "gap_ev": 10.496, "lumo_energy_ev": 0.89, "relative_energy_kcal_mol": 37.9, "species": ["H", "H", "C", "H", "H", "O", "C", "C", "C", "H", "C", "H"], "coordinates": [[-1.6098, -0.4158, -1.6887], [2.9131, -0.3786, 1.2791], [2.4766, -0.4135, 0.2763], [-1.6391, 1.7345, -0.1900], [2.5296, -1.4475, -0.0797], [-3.1626, -0.8699, -0.4758], [-1.4886, 0.7236, 0.2151], [1.0885, 0.0478, 0.2906], [-2.1493, -0.2710, -0.7295], [-1.9895, 0.6708, 1.1866], [-0.0597, 0.4144, 0.3013], [3.0908, 0.2052, -0.3854]]}



4.
{"formula": "C5H6O", "method": "ωB97M-V/def2-TZVPD", "gap_ev": 9.441, "lumo_energy_ev": 0.73, "relative_energy_kcal_mol": 114.6, "species": ["H", "H", "C", "C", "H", "O", "H", "C", "C", "C", "H", "H"], "coordinates": [[3.4380, -0.5522, 0.1789], [-1.8069, 1.4461, 0.8361], [-1.7462, 0.8193, -0.0570], [0.4376, -0.1393, -0.4436], [-2.7302, 0.4615, -0.3471], [-0.3358, -1.0624, -0.9595], [1.8116, -1.0798, 0.8389], [2.3661, -0.4240, 0.1608], [1.6665, 0.3748, -0.6775], [-0.8140, -0.3061, 0.2343], [-0.9769, -0.9613, 1.0951], [-1.3098, 1.4234, -0.8594]]}



5.
{"formula": "C5H6O", "method": "ωB97M-V/def2-TZVPD", "smiles": "C#CCC(C)=O", "gap_ev": 10.556, "lumo_energy_ev": 0.89, "relative_energy_kcal_mol": 37.4, "species": ["H", "H", "H", "H", "H", "C", "C", "H", "C", "C", "C", "O"], "coordinates": [[-2.6242, 0.8524, 0.0908], [0.6382, 0.1333, -1.5184], [-1.5265, 1.2891, -1.2595], [0.5290, -1.5929, -1.1128], [-1.0757, 1.6772, 0.4038], [-0.9046, -0.4044, -0.0604], [1.5350, -0.4368, 0.3088], [3.1318, -0.3141, 1.9178], [-1.5825, 0.9350, -0.2249], [0.4837, -0.5794, -0.7002], [2.3816, -0.3596, 1.1603], [-1.4035, -1.3102, 0.5640]]}



6.
{"formula": "C5H6O", "method": "ωB97M-V/def2-TZVPD", "smiles": "O=C1C=CCC1", "gap_ev": 10.103, "lumo_energy_ev": 0.59, "relative_energy_kcal_mol": 3.3, "species": ["C", "C", "H", "C", "C", "C", "H", "H", "H", "H", "O", "H"], "coordinates": [[0.8153, 1.1398, 0.0460], [-0.5017, 1.1816, -0.1572], [1.4822, 1.9809, 0.1822], [1.2851, -0.2663, 0.0608], [-1.1256, -0.1727, 0.0531], [0.0451, -1.1506, -0.0767], [0.0651, -1.6480, -1.0536], [-1.9897, -0.3950, -0.5751], [-1.0798, 2.0774, -0.3643], [0.0614, -1.9299, 0.6878], [2.4317, -0.6504, 0.1036], [-1.4892, -0.1668, 1.0933]]}